13
Properties=species:S:1:pos:R:3:nbo_charge:R:1 method="wB97M-V/def2-TZVPD" max_force_ev_per_a=3.5 multiplicity=1 lumo_ev=0.57 homo_lumo_gap_ev=10.33 smiles=CCN.S de_lowest_kj_mol=166.36
C 2.20 -0.61 -0.59 -0.637
C 1.56 -0.06 -1.90 -0.219
N 0.08 -0.53 -2.10 -0.820
H 2.21 -1.70 -0.64 0.197
H 1.65 -0.47 0.30 0.206
H 3.24 -0.29 -0.40 0.219
H 2.14 -0.37 -2.75 0.187
H 1.52 1.07 -1.82 0.185
H 0.02 -1.32 -2.76 0.346
H 0.00 -1.07 -1.25 0.337
S -5.27 1.87 4.72 -0.384
H -4.73 1.18 5.70 0.175
H -4.61 2.31 3.50 0.210

83
Properties=species:S:1:pos:R:3:mulliken_spin:R:1 method="wB97M-V/def2-TZVPD" total_charge=+2 max_force_ev_per_a=6.2 s_squared=0.7903 multiplicity=2 lumo_ev="-9.32 / -9.08" homo_lumo_gap_ev="3.65 / 3.70"
V 0.18 -0.56 -0.49 0.988
C -0.30 -1.62 -2.24 -0.014
C 1.08 -1.78 -1.92 0.104
C -0.15 -2.60 -0.14 -0.012
C -1.08 -2.11 -1.12 -0.093
C 1.18 -2.40 -0.63 -0.077
C -0.80 -1.11 -3.55 -0.023
H -0.19 -0.27 -3.92 -0.006
H -1.85 -0.80 -3.51 0.001
H -0.72 -1.89 -4.32 0.003
C -2.55 -2.24 -1.02 0.027
H -3.04 -1.82 -1.91 0.001
H -2.95 -1.77 -0.10 -0.016
H -2.83 -3.30 -0.97 -0.004
C -0.54 -3.37 1.07 0.008
H -0.54 -4.45 0.85 -0.002
H -1.56 -3.12 1.38 -0.005
H 0.14 -3.22 1.92 0.002
C 2.42 -2.82 0.06 -0.005
H 2.84 -3.73 -0.40 -0.002
H 2.24 -3.04 1.12 0.002
H 3.19 -2.04 -0.01 -0.005
C 2.20 -1.35 -2.78 0.011
H 2.39 -2.04 -3.62 -0.006
H 3.11 -1.23 -2.21 -0.003
H 1.97 -0.37 -3.21 0.007
C 1.88 2.57 -0.85 0.018
C 2.06 1.93 -2.02 -0.010
C 3.35 1.94 -2.77 0.005
C 4.53 1.09 -2.21 -0.002
C 4.32 0.42 -0.88 0.007
C 4.15 1.10 0.26 -0.002
C 4.21 2.60 0.34 -0.001
C 2.96 3.37 -0.19 0.001
H 3.72 2.98 -2.89 0.001
H 5.41 1.77 -2.18 0.000
H 3.15 1.58 -3.80 0.000
H 3.34 4.14 -0.88 -0.001
H 0.88 2.65 -0.40 0.007
H 1.20 1.53 -2.57 -0.004
H 2.52 3.91 0.67 0.000
H 4.36 2.88 1.40 0.000
H 4.04 0.58 1.21 0.001
H 5.09 2.99 -0.22 0.000
H 4.77 0.31 -2.95 0.000
H 4.44 -0.66 -0.86 0.002
P -1.63 1.36 -1.15 0.010
C -3.38 0.90 -1.44 -0.002
H -3.97 1.83 -1.50 -0.001
H -3.75 0.32 -0.58 0.004
H -3.49 0.32 -2.36 0.000
C -1.91 2.60 0.18 -0.006
H -2.89 3.06 0.05 -0.001
H -1.13 3.37 0.15 0.000
H -1.88 2.10 1.16 0.001
C -1.26 2.37 -2.65 -0.004
H -0.36 2.97 -2.49 0.000
H -2.11 3.03 -2.87 -0.001
H -1.08 1.72 -3.51 0.001
P 0.51 0.09 2.05 0.068
C 1.97 -0.78 2.72 -0.019
H 2.27 -0.30 3.67 0.000
H 2.81 -0.72 2.01 0.004
H 1.73 -1.83 2.91 0.000
C 1.00 1.84 2.32 0.004
H 1.97 2.04 1.84 0.001
H 1.08 2.02 3.40 0.000
H 0.27 2.54 1.89 0.000
C -0.72 -0.20 3.38 -0.003
H -0.31 0.18 4.32 -0.001
H -0.95 -1.26 3.48 0.000
H -1.67 0.31 3.15 0.001
F -2.82 -3.14 3.11 0.000
C -3.84 -2.25 2.90 -0.007
C -3.76 -1.26 1.96 0.048
C -4.71 -0.28 1.97 -0.006
F -4.59 0.87 1.24 0.000
C -5.85 -0.37 2.81 0.003
F -6.80 0.57 2.74 0.001
C -5.98 -1.43 3.70 -0.001
F -7.08 -1.55 4.48 0.000
C -4.95 -2.36 3.77 0.004
F -4.98 -3.34 4.68 0.001

58
Properties=species:S:1:pos:R:3:nbo_charge:R:1 method="wB97M-V/def2-TZVPD" total_charge=-1 max_force_ev_per_a=3.6 multiplicity=1 lumo_ev=1.56 homo_lumo_gap_ev=4.10
Au 0.26 -0.64 -1.70 0.520
O 2.52 -3.13 -5.17 -0.804
C 1.27 -2.63 -4.56 -0.093
C 0.69 -1.54 -5.48 -0.142
C 0.48 -2.12 -7.00 -0.042
O 1.73 -2.16 -7.61 -0.749
C -0.79 -1.15 -4.98 -0.573
Se -1.20 -1.91 -3.23 -0.429
C 1.56 -0.37 -5.49 -0.495
Se 1.46 0.63 -3.66 -0.706
H 3.05 -3.64 -4.59 0.472
H 1.49 -2.32 -3.51 0.219
H 0.58 -3.52 -4.46 0.182
H -0.19 -1.51 -7.54 0.168
H 0.09 -3.12 -6.90 0.147
H 2.30 -2.69 -7.06 0.493
H -1.54 -1.58 -5.66 0.193
H -0.92 -0.07 -4.84 0.237
H 1.17 0.33 -6.23 0.199
H 2.57 -0.73 -5.68 0.215
N 2.85 1.24 4.89 -0.554
C 4.07 1.20 5.63 0.109
C 4.27 1.33 6.99 -0.236
C 5.43 0.76 7.52 -0.217
C 6.42 0.30 6.66 -0.234
C 6.25 0.28 5.25 -0.199
C 5.04 0.74 4.73 0.090
N 4.46 0.57 3.46 -0.451
C 3.20 0.84 3.62 0.382
C 2.22 0.70 2.50 -0.063
C 2.88 0.78 1.22 -0.191
C 2.22 0.55 0.03 0.034
N 0.95 0.08 0.05 -0.495
C 0.27 0.05 1.22 0.041
C 0.84 0.47 2.42 -0.242
H 1.87 1.48 5.18 0.428
H 3.41 1.66 7.61 0.210
H 5.51 0.67 8.57 0.210
H 7.37 0.05 7.14 0.213
H 7.04 -0.12 4.61 0.227
H 3.89 1.15 1.13 0.240
H 2.66 0.62 -0.92 0.251
H -0.81 -0.16 1.15 0.230
H 0.21 0.57 3.28 0.206
C -8.56 2.60 1.30 -0.634
C -7.41 1.70 0.95 0.026
C -6.22 1.56 1.66 -0.266
C -5.36 0.52 1.33 0.040
N -5.48 -0.31 0.30 -0.396
C -6.56 -0.11 -0.46 0.037
C -7.52 0.83 -0.16 -0.272
H -8.12 3.56 1.56 0.219
H -9.22 2.30 2.13 0.226
H -9.10 2.70 0.37 0.216
H -5.92 2.19 2.54 0.211
H -4.63 0.23 2.07 0.184
H -6.62 -0.73 -1.36 0.204
H -8.40 0.98 -0.80 0.206

11
Properties=species:S:1:pos:R:3:nbo_charge:R:1 method="wB97M-V/def2-TZVPD" max_force_ev_per_a=4.8 multiplicity=1 lumo_ev=0.50 homo_lumo_gap_ev=8.60 de_lowest_kj_mol=197.43
C 0.78 1.47 0.00 -0.644
N -0.86 -1.58 -0.07 -0.701
C 0.49 -1.23 -0.01 0.699
C 0.06 0.16 0.01 -0.217
C -1.23 -0.27 0.00 0.078
O 1.52 -1.85 -0.01 -0.516
H -1.36 -2.45 0.03 0.406
H -2.18 0.25 0.05 0.221
H 0.49 2.05 -0.89 0.219
H 1.86 1.36 0.05 0.236
H 0.42 2.09 0.83 0.219

107
Properties=species:S:1:pos:R:3:lowdin_charge:R:1 method="wB97M-V/def2-TZVPD" total_charge=+1 max_force_ev_per_a=3.7 multiplicity=1 lumo_ev=-2.26 homo_lumo_gap_ev=8.62
C -2.89 2.58 -1.26 0.087
C -3.83 1.89 -0.95 -0.136
C -4.90 0.87 -0.59 -0.187
C -4.34 -0.58 -0.82 -0.152
C -3.31 -0.92 0.35 -0.101
C -1.99 -1.33 -0.33 -0.259
O -2.27 -2.40 -1.22 -0.026
C -1.22 -2.44 -2.18 -0.374
C -1.67 -1.47 -3.29 -0.095
C -2.02 -0.67 -4.12 0.144
C -1.15 -3.82 -2.96 -0.130
O -2.41 -4.23 -3.45 -0.029
C -2.50 -4.21 -4.83 -0.279
C -3.48 -3.37 -5.42 -0.021
C -3.61 -3.28 -6.82 -0.074
C -2.75 -4.03 -7.66 -0.089
C -1.79 -4.91 -7.11 -0.063
C -1.70 -4.97 -5.70 -0.026
C 0.23 -2.17 -1.64 -0.219
P 0.99 -0.77 -2.68 0.785
N 1.35 -1.28 -4.13 -0.261
N 0.40 -1.85 -0.17 0.004
C 1.54 -2.65 0.37 -0.072
C 2.94 -2.25 -0.20 -0.179
O 3.33 -0.94 0.21 -0.058
C 4.59 -0.62 -0.33 -0.471
C 4.89 -0.56 -1.84 0.011
O 5.46 -0.34 0.44 0.158
C -0.84 -1.81 0.66 -0.257
C -0.83 -0.63 1.73 -0.112
C 0.53 -0.32 2.42 -0.189
C 0.47 1.19 2.91 -0.195
C 0.85 2.07 1.64 -0.096
C -1.27 -3.11 1.42 -0.261
C -0.72 -3.30 2.88 -0.039
C -1.09 -4.49 0.69 -0.194
C -2.18 -5.49 1.26 -0.078
H -1.97 3.04 -1.60 0.031
H -5.14 1.01 0.48 0.115
H -5.76 1.09 -1.24 0.116
H -3.82 -0.53 -1.80 0.095
H -5.16 -1.32 -0.85 0.121
H -3.26 0.02 0.94 0.110
H -3.81 -1.70 0.95 0.125
H -1.63 -0.39 -0.83 0.157
H -2.21 -0.07 -5.01 0.074
H -0.61 -4.60 -2.38 0.135
H -0.51 -3.59 -3.84 0.137
H -4.15 -2.78 -4.77 0.119
H -4.37 -2.60 -7.22 0.108
H -2.86 -3.91 -8.75 0.105
H -1.12 -5.49 -7.76 0.111
H -0.93 -5.63 -5.28 0.122
H 0.88 -3.04 -1.89 0.132
H 2.23 -0.36 -2.09 0.003
H 0.16 0.39 -2.65 0.035
H 0.86 -0.68 -4.80 -0.020
H 0.75 -0.87 -0.16 0.147
H 1.65 -2.58 1.47 0.132
H 1.45 -3.73 0.14 0.140
H 3.65 -3.00 0.23 0.158
H 2.97 -2.41 -1.30 0.110
H 5.87 -0.97 -2.11 0.103
H 4.87 0.51 -2.15 0.108
H 4.13 -1.07 -2.48 0.054
H -1.64 -0.77 2.47 0.134
H -1.10 0.30 1.18 0.106
H 1.41 -0.35 1.74 0.081
H 0.75 -0.92 3.32 0.107
H -0.52 1.45 3.35 0.116
H 1.29 1.30 3.64 0.092
H 1.72 1.62 1.12 0.068
H 1.17 3.08 1.96 0.021
H 0.02 2.12 0.91 0.060
H -2.36 -3.04 1.58 0.124
H 0.33 -2.99 3.03 0.062
H -0.84 -4.32 3.28 0.082
H -1.33 -2.64 3.53 0.093
H -0.12 -4.95 0.96 0.109
H -1.26 -4.49 -0.40 0.082
H -2.25 -6.34 0.57 0.080
H -1.93 -5.85 2.27 0.070
H -3.18 -5.02 1.28 0.087
C 4.01 4.25 3.77 0.002
C 2.67 4.08 4.44 -0.536
O 1.71 3.60 3.86 -0.018
N 2.55 4.49 5.72 0.021
C 3.57 5.09 6.58 -0.059
H 3.95 3.88 2.75 0.083
H 4.30 5.30 3.74 0.089
H 4.77 3.67 4.30 0.091
H 1.63 4.35 6.11 0.146
H 3.70 4.45 7.45 0.087
H 3.23 6.07 6.90 0.091
H 4.52 5.19 6.06 0.076
C 0.87 8.90 1.47 -0.011
C 1.51 8.14 2.61 -0.551
O 1.95 8.71 3.59 0.033
N 1.59 6.79 2.51 0.016
C 1.13 5.94 1.43 -0.079
H 0.88 9.96 1.69 0.084
H 1.42 8.73 0.55 0.084
H -0.17 8.58 1.35 0.084
H 2.03 6.35 3.30 0.109
H 0.40 5.24 1.84 0.076
H 1.98 5.38 1.04 0.082
H 0.67 6.51 0.63 0.075

11
Properties=species:S:1:pos:R:3:nbo_charge:R:1 method="wB97M-V/def2-TZVPD" max_force_ev_per_a=7.6 multiplicity=1 lumo_ev=-1.90 homo_lumo_gap_ev=7.26 de_lowest_kj_mol=1076.81
C 0.48 1.22 -0.06 0.295
C -1.59 -0.03 0.09 0.760
H 3.43 -1.33 -0.10 0.423
H 2.90 0.78 1.60 0.209
H 1.29 2.15 0.10 0.216
N 2.58 0.03 -0.03 -0.584
N 1.15 0.02 -0.40 -0.207
N -0.76 1.26 0.07 -0.520
N -0.55 -1.24 0.24 -0.200
N 0.58 -1.21 -0.04 0.059
O -2.73 -0.09 -0.08 -0.450